Molecular formula: HN3O
Method: DFT, the ωB97M-V functional and the def2-TZVPD basis

Summary:
total charge = 0
energy relative to the best compared isomer or geometry (same formula, charge and spin) = 684.5 kJ/mol
E = -6524.91998 eV
frontier orbital gap (spin up / spin down) = 8.354 / 12.035 eV

CARTESIAN COORDINATES (ANGSTROEM)
N -0.1463 -1.3459 0.6054
H 0.1658 2.4716 -0.0983
N 0.1188 0.0813 -0.6084
N 0.8586 -0.6160 0.3212
O -0.9969 -0.5909 -0.2200


Molecular formula: C4H5NO2
Method: DFT, the ωB97M-V functional and the def2-TZVPD basis

Summary:
total charge = 0
energy relative to the best compared isomer or geometry (same formula, charge and spin) = 165.8 kJ/mol
E = -9812.59619 eV
frontier orbital gap = 11.027 eV

CARTESIAN COORDINATES (ANGSTROEM)
H -1.3032 -0.9959 -1.7855
C -0.1900 1.0612 -0.0520
H 0.4266 -1.2045 -1.3562
C 1.2477 -0.1177 1.1863
O 1.1333 1.0578 0.5153
O -0.2237 0.7917 -1.4235
C -0.7093 -0.3393 0.3189
H -0.6569 2.0139 0.2044
N 0.2857 -0.9446 1.1891
H 2.1958 -0.2612 1.6941
C -0.4770 -0.6131 -1.1816
H -1.7290 -0.4484 0.6906


Molecular formula: C41H49BaN10O5S2
Method: DFT, the ωB97M-V functional and the def2-TZVPD basis

Summary:
total charge = -1
energy relative to the best compared isomer or geometry (same formula, charge and spin) = 121.2 kJ/mol
E = -90816.70810 eV
frontier orbital gap = 5.850 eV

CARTESIAN COORDINATES (ANGSTROEM)
C -1.0071 -2.0414 3.1513
H 1.3673 -1.8806 -6.1057
N -2.0771 0.6636 2.3514
N 1.5254 -4.4148 -6.8793
H 2.3244 -2.8556 3.7247
H 1.9251 4.0499 -3.9292
C 1.3917 -2.5911 -5.2869
C -1.2029 2.8722 2.6345
Ba 0.4862 -0.0047 0.6669
C -2.1704 -1.3152 3.8330
H 0.6474 4.5386 2.1967
H 1.1479 2.9644 -0.0127
H -1.7744 -0.6601 4.6131
H -1.2604 4.8494 1.8557
O 2.1721 1.2327 -3.9075
C 3.1902 -0.7449 2.5971
N -2.7332 2.3554 0.0747
C -2.5428 2.7905 -5.1538
H -3.8746 -0.1099 3.1856
H -1.6682 1.6298 -6.7317
C -0.9872 -3.2721 -0.5962
H -3.3751 3.0943 0.3308
C -3.0262 -3.8424 0.2524
H -2.5423 -0.6428 -4.0235
C -3.3627 4.3658 4.5001
N -0.1210 -2.2555 -0.8034
H -3.9493 5.0715 5.0750
H 0.4024 -1.3966 4.6470
H -3.3525 -2.0080 -3.2008
H 0.1479 -3.1364 4.6047
H 6.1095 1.5938 4.3864
H 7.0440 -0.5747 4.3819
H -3.9215 2.8292 5.8121
C 5.5619 0.8392 3.8267
H 2.9384 3.6374 -2.5076
H 1.6274 -5.9202 -4.7022
H 1.3478 -3.0534 2.2762
H -2.8173 5.8978 3.1575
H 4.3431 2.4066 3.2063
C -2.9094 -0.4536 2.7930
H 3.5570 2.5118 -0.1072
N 2.8056 1.2590 1.3544
C -2.7095 -1.1420 -3.0677
H 0.4601 1.2326 -5.4773
C -2.3729 3.3082 -3.8747
H -3.1097 -1.0797 1.9171
C 1.4664 -3.9568 -5.5586
C 1.9266 3.6677 -2.9100
C 4.4767 1.3339 3.1295
C -0.3485 1.8124 -5.0506
C 1.0113 3.5161 2.0675
H 2.0585 4.4053 0.3934
H 6.1080 -2.4685 3.2857
C 3.5202 0.6897 2.2797
H 1.2902 4.2658 -2.2590
C -2.8532 1.9087 4.2874
N -0.6874 -4.5444 -0.9244
H -1.3401 -6.4837 -0.9272
S 1.3867 -2.4511 -1.2749
H 1.7115 3.3347 2.8931
H -3.5455 -5.9444 0.1644
O -1.4311 0.5144 -1.4439
H -3.4698 2.9616 -5.6867
C -1.5992 -5.4642 -0.6532
H 4.0058 -2.6828 2.3574
C -2.6500 4.8513 3.4024
H -3.1692 3.8702 -3.4047
C -1.5338 2.0417 -5.7391
H 3.7901 3.1560 1.5092
H -1.7559 -1.4299 -2.6314
N -0.0371 2.5160 2.2002
C -2.6414 0.5714 -1.4684
N -2.1448 -2.8934 0.0005
N -3.4093 1.4773 -0.8014
C 5.5150 -1.5573 3.2719
C 1.5284 -4.4058 -3.1902
C 6.1003 -0.4400 3.8678
H -1.3457 -2.9896 2.7255
H -1.1004 3.4229 -2.1572
C 0.2607 -2.2478 3.9749
C 4.2650 -1.6943 2.7192
H -0.8096 -1.4042 2.2965
C 1.5346 -2.3844 3.1291
N 1.9338 -1.0684 2.6530
C -3.3700 3.0373 4.8981
C -1.1980 3.0779 -3.1781
H -2.4857 1.8423 0.9230
O 1.8992 -1.0810 -1.3363
C -1.7176 4.2231 2.6143
H -3.0897 0.9836 4.7953
H 1.2016 -5.3600 -7.0080
H -4.3298 1.1512 -0.5435
H 1.3652 -1.0715 -3.7738
C 3.0888 2.5944 0.8843
C -2.8150 -5.1798 -0.0545
C -0.1931 2.3390 -3.7806
H -2.8619 -2.0123 4.3170
C 1.7977 3.4045 0.7540
H 1.5794 -5.0949 -2.3592
C -2.1133 1.7508 3.0698
C 1.4351 -3.0457 -2.9342
C 1.3791 -2.1345 -3.9805
S 1.3370 1.9649 -2.9176
H -3.9471 -3.5214 0.7338
O -3.4172 -0.2487 -2.1938
O 2.1148 -3.3784 -0.4435
H 1.1222 -3.7864 -7.5556
C 1.5458 -4.8587 -4.4968


Molecular formula: C8H24BrO4
Method: DFT, the ωB97M-V functional and the def2-TZVPD basis

Summary:
total charge = -1
energy relative to the best compared isomer or geometry (same formula, charge and spin) = 77.1 kJ/mol
E = -86919.78195 eV
frontier orbital gap = 8.746 eV

CARTESIAN COORDINATES (ANGSTROEM)
H -0.7855 4.5540 -0.9032
O 1.0147 -2.8619 -1.0941
H -0.2231 -3.5657 -2.4961
H 1.0737 4.7138 0.9346
H -0.9986 -3.5355 2.2664
Br 1.1459 -0.0402 1.2813
H 2.8223 0.9104 -0.2320
O -1.5120 -1.2700 3.0687
H -2.0627 -3.5037 0.8006
H 0.5481 1.9118 -1.6026
H -0.8046 -0.8459 2.5774
O 3.3159 1.2415 -0.9859
H 2.8423 -0.5769 -2.0293
H -0.9490 -2.3711 -1.5012
H 0.1915 -1.8158 -2.7136
C 3.6675 0.0697 -1.7308
O -0.7001 3.0189 0.4379
H 4.2793 -0.5308 -1.0577
H -0.1869 2.2480 0.6907
H -4.2705 -2.8749 2.0763
C -3.6061 -2.3122 2.7320
C 0.0642 2.8439 -1.8943
H 1.7652 4.9000 -0.6423
H -2.5202 -1.1944 1.2544
H -3.4093 -3.0642 3.4960
H 0.6614 3.3599 -2.6462
C -0.1295 3.7250 -0.6376
H -0.6928 -2.4258 0.9092
H 4.1926 0.2212 -2.6739
C 1.2058 4.2025 -0.0190
H -0.8709 2.5906 -2.3938
H 0.9236 -2.2727 -0.3417
H 1.9381 3.4578 0.2927
C -0.0130 -2.6167 -2.0030
C -2.3237 -1.8898 2.0704
H -4.1280 -1.4833 3.2102
C -1.4659 -2.9177 1.4995


Molecular formula: C5H7NO
Method: DFT, the ωB97M-V functional and the def2-TZVPD basis

Summary:
total charge = 0
energy relative to the best compared isomer or geometry (same formula, charge and spin) = 501.7 kJ/mol
E = -8831.00338 eV
frontier orbital gap = 9.589 eV
SMILES string = CC(=O)[C@@]12C[C@@H]1N2

CARTESIAN COORDINATES (ANGSTROEM)
H -1.4984 0.2997 -1.5871
C 1.7895 0.1990 0.3047
H 2.4987 0.3714 -0.4888
N -1.7453 -0.1190 1.1539
C -1.0705 -1.0622 0.1800
C -0.5096 0.1598 0.6274
H 2.1230 0.6612 1.2443
C 0.4926 0.9760 -0.0080
H -0.0281 -0.7656 -1.7367
H 1.6992 -0.8806 0.5268
O 0.4094 2.1150 -0.4381
C -0.7890 -0.3401 -1.0680
H -0.8548 -2.0878 0.4238
H -2.5165 0.4733 0.8659


Molecular formula: C5H7NO
Method: DFT, the ωB97M-V functional and the def2-TZVPD basis

Summary:
total charge = 0
energy relative to the best compared isomer or geometry (same formula, charge and spin) = 556.7 kJ/mol
E = -8830.43314 eV
frontier orbital gap = 8.620 eV

CARTESIAN COORDINATES (ANGSTROEM)
C 0.4824 -1.4072 0.0433
C 0.8379 -0.3665 1.1269
H -0.9541 1.9750 -1.1651
H 1.8213 -0.5574 1.5653
H 1.6788 1.4040 -0.1207
C -0.2695 0.6422 -0.9145
N 0.7086 -0.4127 -1.0603
H -2.3144 -0.1496 -0.2007
C 0.9189 0.6320 -0.0218
H 1.1955 -2.2305 -0.0371
O -2.0742 1.8229 -0.6833
C -1.6254 0.6349 -0.5214
H -0.5318 -1.8208 0.0570
H 0.1258 -0.1662 1.9325


Molecular formula: C3H2ClN
Method: DFT, the ωB97M-V functional and the def2-TZVPD basis

Summary:
total charge = 0
energy relative to the best compared isomer or geometry (same formula, charge and spin) = 8.0 kJ/mol
E = -17154.75972 eV
frontier orbital gap = 10.467 eV
SMILES string = N#C/C=C/Cl

CARTESIAN COORDINATES (ANGSTROEM)
C -0.1991 -0.4250 -0.1380
N 1.7548 -1.5794 1.0953
Cl -1.5771 1.6827 -0.9953
H 0.4781 1.5714 0.2251
H -1.0061 -1.0418 -0.5218
C 0.8781 -1.0868 0.5140
C -0.3288 0.8789 -0.1794


Molecular formula: C18H11CsN5O7
Method: DFT, the ωB97M-V functional and the def2-TZVPD basis

Summary:
total charge = -1
energy relative to the best compared isomer or geometry (same formula, charge and spin) = 2.1 kJ/mol
E = -41172.44887 eV
frontier orbital gap = 5.391 eV

CARTESIAN COORDINATES (ANGSTROEM)
H 5.6844 -0.5069 -1.2614
H -0.5866 2.3462 -4.6659
C -1.3898 1.6738 -4.4004
H -4.7482 1.3234 -4.3234
C 0.1020 -3.8148 2.1130
O 4.6712 -4.9721 1.8583
O 1.6044 -2.5584 0.7815
Cs -0.2894 -0.8642 -0.4009
C 0.9467 -5.7673 3.2323
H 3.0755 2.3730 -3.0732
C 3.7706 -1.2431 -1.8882
H 5.2784 1.7930 -2.0709
C 3.2959 1.3608 -2.7587
C -1.0993 0.4288 -3.8539
O -1.6595 -3.1627 0.6949
O 3.8990 -3.8836 0.1774
N -2.0229 -0.4567 -3.5070
N 0.7101 -6.8889 4.1018
C 4.5177 1.0324 -2.1907
C 2.3222 0.3820 -2.9090
C -3.2991 -0.1163 -3.6686
O 1.6276 -7.6706 4.3270
H 3.9249 -2.2385 -1.4930
N 0.2196 -0.0505 -3.5639
C 2.1948 -5.5983 2.6859
C 2.4164 -4.5414 1.8173
C 4.7475 -0.2615 -1.7443
C -0.1090 -4.8728 2.9339
C 2.5667 -0.9270 -2.4909
H 1.8054 -1.6848 -2.6121
O -1.0510 -1.7446 2.3158
O -0.4113 -7.0310 4.5741
C 1.4034 -3.5626 1.4998
H -1.0849 -5.0514 3.3631
N 3.7420 -4.4487 1.2495
C -0.9920 -2.8370 1.7091
H -4.0310 -0.8532 -3.3589
H -2.9883 2.9613 -5.0103
N 1.0566 0.8438 -3.3853
C -2.7188 2.0043 -4.5821
H 2.9911 -6.2891 2.9134
C -3.6975 1.0978 -4.2044


Molecular formula: C2F3MnNO3S2
Method: DFT, the ωB97M-V functional and the def2-TZVPD basis

Summary:
total charge = 0
energy relative to the best compared isomer or geometry (same formula, charge and spin) = 0.0 kJ/mol
E = -70848.49559 eV
2S+1 = 6
frontier orbital gap (spin up / spin down) = 6.509 / 6.155 eV
expectation value of S² = 8.7635

CARTESIAN COORDINATES (ANGSTROEM)
Mn -1.2245 0.7611 -0.6891
N 0.6719 1.4048 1.5003
C -3.4253 -1.1846 -0.0793
O -4.0483 -2.0312 0.3884
F 3.3480 0.5908 0.1181
O -0.2204 -0.6477 0.1397
S 0.9366 -0.0831 1.0863
F 1.9069 0.3563 -1.4704
O -2.9795 -0.1803 -0.5055
C 2.2894 -0.1066 -0.2845
F 2.6725 -1.3791 -0.4444
S 0.0728 2.4997 0.2404


Molecular formula: C29H29BrF7N3O8P2
Method: DFT, the ωB97M-V functional and the def2-TZVPD basis

Summary:
total charge = 0
E = -159035.48689 eV
frontier orbital gap = 7.219 eV
SMILES string = C#CCc1c(COc2ccccc2)c(P(=N)(O)O)c2c(c1P(O)Br)C(=O)C=C(C(F)(F)C(F)(F)C(F)(F)F)C2=O.CN(C)C=O.CN(C)C=O

CARTESIAN COORDINATES (ANGSTROEM)
H 7.5113 -3.2464 1.8757
H 2.2408 -1.9169 0.9366
H -1.6302 -0.0555 -5.5031
C -6.1144 2.4668 -1.6060
H 7.0985 -1.1636 -1.6692
C 4.0922 2.1647 -2.0273
H 6.2518 -3.8368 0.7673
H 2.4227 -1.0787 -3.7378
O -0.9277 0.7476 2.1878
H 5.9935 -2.3414 1.6729
C -0.0806 -0.6980 0.0773
C -1.1950 -0.4735 -2.0742
H 1.5849 2.1733 0.8484
C 3.9815 1.0430 -1.2326
F -6.1921 1.1434 -1.3968
H -7.4775 -0.2791 5.4770
C 1.1083 -1.1153 -2.0014
C -6.0888 0.3614 3.4472
C 2.3034 2.1393 0.0423
H -4.0715 1.7117 4.2436
C 2.4241 3.2546 -0.7519
C 3.0762 1.0159 -0.1825
H -7.0266 1.1536 6.4298
C -2.5346 -0.0092 -0.0857
N -5.7669 0.7148 4.8163
C -0.0332 -0.8509 -2.7435
O -4.3518 1.7561 6.2552
H 9.0686 -1.3682 -0.7767
H 1.8302 4.1333 -0.5549
F -3.0707 2.7930 0.5770
H -6.1241 -0.7254 3.3445
H -5.3369 0.7546 2.7738
H -1.5733 0.5737 2.8903
Br -1.0580 -2.8366 -5.1119
C -2.4493 -0.1038 -2.8151
C 2.2981 -4.1600 -3.0715
C 2.3587 -1.5285 -2.7539
H 3.1694 -1.6777 -0.5059
H 4.6114 0.1915 -1.4351
C 3.3307 3.2891 -1.7963
H -1.3959 -2.3781 1.5433
C 6.7436 -2.9494 1.1664
C 1.0931 -1.0116 -0.6106
N 7.3476 -2.1886 0.0826
F -6.0034 2.6799 -2.9166
O 5.3498 -1.9099 -0.9444
O 2.9118 -0.0302 0.6917
C 6.5562 -1.7312 -0.8951
C -4.8891 3.0795 -0.8345
O -1.1945 -1.8535 2.3278
C 8.7780 -1.9485 0.0961
H 2.4453 -5.1992 -2.9359
C -4.0238 2.0565 -0.0524
O -2.9980 -0.4837 0.9155
N 1.1326 -0.7918 2.6957
H 9.0540 -1.3957 0.9955
P -0.1875 -0.6481 1.9168
C -4.6715 1.4327 5.1288
H 4.8128 2.1297 -2.8330
H 3.2795 -1.3192 -2.2294
C -6.6459 0.2858 5.8903
H -7.0620 0.7775 3.1759
F -7.2458 3.0131 -1.1751
P 0.1197 -0.9925 -4.6040
H -6.0959 -0.3379 6.5957
F -4.7954 1.5186 0.9085
O -2.8149 -0.6408 -3.8263
H 3.4290 4.1757 -2.3986
F -5.3859 3.9263 0.0879
H -3.7573 1.6785 -2.8290
H 1.0832 -1.5989 3.3056
H 9.3153 -2.8984 0.0838
F -4.1116 3.8028 -1.6527
C 2.3194 -2.9749 -2.9345
O -0.7944 0.2582 -5.1304
C -3.2882 1.0238 -0.8664
C 2.4082 -1.2332 0.1144
C -1.2208 -0.4127 -0.6932
C -3.2499 0.9736 -2.1901


Molecular formula: H5OS2
Method: DFT, the ωB97M-V functional and the def2-TZVPD basis

Summary:
total charge = +1
energy relative to the best compared isomer or geometry (same formula, charge and spin) = 0.0 kJ/mol
E = -23790.72125 eV
frontier orbital gap = 9.813 eV

CARTESIAN COORDINATES (ANGSTROEM)
H 1.2644 0.8522 -1.4881
S 1.3350 0.6674 1.0392
H 1.8517 -0.3189 1.8157
H -2.4557 0.4963 -0.1865
O -1.6538 -0.0258 -0.0399
H -1.9113 -0.5696 0.7182
S 1.4320 -0.3236 -0.8210
H 0.1376 -0.7779 -1.0375


Molecular formula: C16H26O5
Method: DFT, the ωB97M-V functional and the def2-TZVPD basis

Summary:
total charge = 0
energy relative to the best compared isomer or geometry (same formula, charge and spin) = 138.4 kJ/mol
E = -27250.28624 eV
frontier orbital gap = 10.471 eV
SMILES string = OC[C@@H]1CO[C@@]2(C[C@H]3C[C@H](O[C@@H]4CCCCO4)C[C@H]3C2)O1

CARTESIAN COORDINATES (ANGSTROEM)
C 0.2724 -1.1155 -0.6815
H -1.4777 -2.7258 2.9996
C 1.2687 -1.0339 0.5330
C -0.6102 2.4448 -1.7205
H -1.8063 3.4362 -3.9188
H 1.5952 -4.5998 4.4386
H -0.8110 -4.5380 4.7425
C 1.5373 0.5145 0.6795
H 0.2383 0.7008 -2.7018
O -1.9075 2.9175 -1.3063
C -0.7972 5.3602 -3.8231
H 0.6918 4.3487 -4.5503
O 0.6021 -1.4747 1.7569
H -1.6740 5.9216 -4.2028
C 0.3344 -2.8819 1.9089
H 2.3034 0.7678 -0.0054
H -0.2924 5.9517 -3.0610
H 0.9977 -6.1036 3.9421
H -3.1428 4.3939 -2.1853
O 0.0643 4.9782 -4.9110
O 1.6104 -3.5077 1.9644
H 1.8023 0.7739 1.7228
H 2.2316 -1.5691 0.4437
O -0.1286 3.2777 -2.7919
H -1.4989 0.0410 -0.2390
H 0.0247 -2.4408 3.9781
C 1.6360 -4.8924 2.2943
H -0.4540 1.3891 1.1231
C 0.3323 2.4785 -0.5153
H -1.6769 4.9658 -1.2885
C 1.0267 -5.0477 3.6527
C -0.3987 -4.4951 3.7211
C -0.6085 0.9520 -2.0546
H -0.4188 -1.9677 -0.6414
C -2.0955 4.1749 -1.9214
H 2.6567 -5.1982 2.2624
C -0.4266 -3.0473 3.1901
C -0.5047 0.2157 -0.6879
H 0.1078 3.3206 0.1677
H 1.1050 -5.5318 1.5530
C -1.2600 4.0399 -3.2017
H -1.0555 -5.1207 3.0936
H -1.4901 0.6151 -2.6343
H 1.3332 2.6820 -0.9115
H 0.8920 -1.2470 -1.6003
H -0.3076 -3.2877 1.1345
C 0.1792 1.1640 0.2529